Entry 1:
Entry from OMol25: a structure of composition C21H23CoN4SSi (the ωB97M-V functional and the def2-TZVPD basis).

Properties
Charge: 0
Gap between HOMO and LUMO (spin up / spin down) (eV): 5.5 / 6.4
⟨S²⟩: 2.046
Multiplicity: 3

Element x y z (Å)
Co (0.608, -0.409, 1.247)
C (-2.621, 4.053, 1.490)
C (-1.420, 4.555, 1.002)
C (-0.348, 3.717, 0.755)
C (-0.466, 2.342, 1.002)
C (-1.680, 1.840, 1.486)
C (-2.743, 2.689, 1.726)
N (0.570, 1.453, 0.779)
N (1.677, 1.924, 0.257)
C (2.662, 1.026, 0.075)
C (3.900, 1.468, -0.448)
C (4.924, 0.575, -0.602)
C (4.727, -0.770, -0.247)
C (3.497, -1.144, 0.235)
N (2.480, -0.289, 0.387)
H (-3.453, 4.718, 1.678)
H (-1.315, 5.616, 0.814)
H (0.585, 4.098, 0.368)
H (-1.780, 0.772, 1.645)
H (-3.678, 2.283, 2.091)
H (3.997, 2.514, -0.699)
H (5.879, 0.895, -0.998)
H (5.513, -1.503, -0.355)
H (3.294, -2.179, 0.483)
C (-0.639, 1.239, -2.142)
Si (-0.330, -0.605, -1.901)
C (-1.567, -1.403, -3.092)
C (1.340, -1.159, -2.582)
N (-0.434, -1.020, -0.205)
C (-1.258, -1.953, 0.394)
C (-1.252, -2.025, 1.809)
C (-2.034, -2.916, 2.520)
C (-2.883, -3.780, 1.848)
C (-2.909, -3.736, 0.459)
C (-2.114, -2.859, -0.258)
H (-0.830, 1.438, -3.200)
H (0.197, 1.867, -1.831)
H (-1.520, 1.553, -1.578)
H (-1.396, -0.943, -4.069)
H (-2.609, -1.223, -2.822)
H (-1.413, -2.477, -3.212)
H (1.367, -1.024, -3.666)
H (1.481, -2.223, -2.375)
H (2.187, -0.619, -2.159)
H (-0.632, -1.328, 2.393)
H (-1.987, -2.932, 3.602)
H (-3.510, -4.471, 2.394)
H (-3.568, -4.408, -0.078)
H (-2.159, -2.874, -1.334)
S (2.221, -0.191, 4.115)
C (1.445, -0.167, 2.800)

Atom charges from the natural (NBO) analysis, given in e for atoms 1 to 8: 0.92, -0.23, -0.20, -0.26, 0.20, -0.26, -0.19, -0.31

=====

Entry 2:
Entry from OMol25: a structure of composition C52H46N5O5Sn (the ωB97M-V functional and the def2-TZVPD basis).

Properties
ΔE to the lowest compared entry with this formula, charge and spin (kJ/mol): 0.0
Charge: +1
Gap between HOMO and LUMO (eV): 6.7

Element x y z (Å)
Sn (-0.666, -0.179, 0.072)
C (4.091, 2.789, -3.436)
C (2.574, 2.660, -3.429)
C (1.935, 3.392, -4.611)
O (2.083, 3.164, -2.192)
C (0.948, 2.373, -1.887)
C (1.353, 0.962, -2.367)
O (2.173, 1.282, -3.468)
C (1.945, -0.152, -1.422)
O (1.220, -0.306, -0.258)
C (1.899, -1.505, -2.156)
C (2.487, -2.582, -1.485)
C (2.484, -3.849, -2.012)
C (1.923, -4.070, -3.265)
C (1.405, -3.014, -3.975)
C (1.388, -1.742, -3.430)
C (3.489, 0.090, -1.167)
C (3.962, 0.436, 0.083)
C (5.322, 0.593, 0.318)
C (6.259, 0.328, -0.672)
C (5.808, -0.081, -1.927)
C (4.447, -0.181, -2.175)
C (0.291, 2.635, -0.490)
O (-0.739, 1.739, -0.355)
C (-0.384, 4.056, -0.614)
C (-1.509, 4.165, -1.440)
C (-2.201, 5.361, -1.554)
C (-1.781, 6.508, -0.894)
C (-0.652, 6.423, -0.086)
C (0.036, 5.210, 0.054)
C (1.244, 2.717, 0.710)
C (2.585, 3.136, 0.647)
C (3.342, 3.272, 1.806)
C (2.801, 2.972, 3.048)
C (1.465, 2.604, 3.135)
C (0.709, 2.486, 1.967)
H (4.355, 3.833, -3.575)
H (4.503, 2.214, -4.253)
H (4.500, 2.422, -2.496)
H (2.213, 4.438, -4.549)
H (0.848, 3.297, -4.596)
H (2.285, 2.999, -5.554)
H (0.134, 2.674, -2.580)
H (0.431, 0.521, -2.780)
H (2.927, -2.410, -0.512)
H (2.973, -4.653, -1.485)
H (1.946, -5.064, -3.695)
H (1.006, -3.176, -4.968)
H (1.017, -0.950, -4.065)
H (3.251, 0.580, 0.892)
H (5.636, 0.862, 1.332)
H (7.307, 0.430, -0.476)
H (6.524, -0.325, -2.698)
H (4.110, -0.498, -3.147)
H (-1.901, 3.299, -1.949)
H (-3.079, 5.390, -2.165)
H (-2.330, 7.436, -1.001)
H (-0.325, 7.297, 0.465)
H (0.913, 5.192, 0.689)
H (3.028, 3.416, -0.294)
H (4.348, 3.626, 1.733)
H (3.389, 3.075, 3.958)
H (0.993, 2.416, 4.097)
H (-0.346, 2.226, 2.054)
N (-8.312, -0.125, 7.097)
C (-7.465, -0.130, 6.311)
C (-6.430, -0.165, 5.308)
C (-6.208, -1.320, 4.556)
C (-5.197, -1.357, 3.603)
C (-4.396, -0.240, 3.397)
C (-4.621, 0.920, 4.133)
C (-5.639, 0.958, 5.092)
C (-3.285, -0.288, 2.374)
C (-3.632, -0.229, 1.040)
C (-4.948, -0.104, 0.569)
C (-4.909, -0.061, -0.798)
C (-3.564, -0.114, -1.159)
N (-2.797, -0.258, -0.069)
C (-2.007, -0.414, 2.869)
C (-1.643, -0.547, 4.201)
C (-0.280, -0.701, 4.271)
C (0.194, -0.647, 2.960)
N (-0.835, -0.495, 2.117)
H (-6.841, -2.180, 4.704)
H (-5.029, -2.257, 3.024)
H (-4.014, 1.785, 3.957)
H (-5.823, 1.864, 5.667)
H (-5.811, -0.043, 1.190)
H (-5.726, 0.024, -1.482)
H (-3.123, -0.069, -2.137)
H (-2.319, -0.566, 5.044)
H (0.308, -0.813, 5.159)
H (1.196, -0.730, 2.579)
N (-0.865, -2.526, -0.178)
C (-0.742, -3.677, -0.298)
N (-0.619, -4.974, -0.397)
C (0.455, -5.743, 0.299)
C (-0.131, -7.086, 0.758)
O (-0.676, -7.783, -0.331)
C (-1.758, -7.091, -0.903)
C (-1.302, -5.735, -1.471)
H (0.830, -5.148, 1.149)
H (1.263, -5.889, -0.423)
H (-0.909, -6.914, 1.516)
H (0.645, -7.710, 1.200)
H (-2.551, -6.930, -0.145)
H (-2.162, -7.716, -1.708)
H (-2.139, -5.152, -1.831)
H (-0.571, -5.885, -2.274)

Atom charges from the Löwdin analysis, given in e for atoms 1 to 8: 1.38, 0.03, -0.54, 0.03, -0.01, -0.16, -0.17, -0.01

=====

Entry 3:
Entry from OMol25: a structure of composition C5H12O3Zn (the ωB97M-V functional and the def2-TZVPD basis).

Properties
ΔE to the lowest compared entry with this formula, charge and spin (kJ/mol): 407.7
Charge: 0
Gap between HOMO and LUMO (eV): 7.2

Element x y z (Å)
C (-4.572, -0.307, -1.120)
O (-4.219, 1.036, -0.904)
H (-3.682, -0.924, -1.338)
H (-5.051, -0.756, -0.233)
H (-5.261, -0.355, -1.973)
H (-4.025, 1.309, 0.116)
C (-2.347, 0.450, 0.696)
O (-1.147, 0.049, 0.393)
C (-0.303, 0.935, -0.375)
C (1.135, 0.788, 0.044)
O (1.455, -0.578, 0.220)
C (2.846, -0.816, 0.365)
H (-2.729, -0.286, 1.435)
H (-0.633, 1.968, -0.214)
H (-0.450, 0.661, -1.427)
H (1.312, 1.338, 0.983)
H (1.772, 1.223, -0.743)
H (2.976, -1.891, 0.545)
H (3.376, -0.526, -0.554)
H (3.248, -0.253, 1.220)
Zn (0.084, -2.204, 0.745)

Atom charges from the natural (NBO) analysis, given in e for atoms 1 to 8: -0.25, -0.76, 0.15, 0.16, 0.18, 0.50, 0.09, -0.51

=====

Entry 4:
Entry from OMol25: a cluster of 2 separate species, C2H7NO in total (the ωB97M-V functional and the def2-TZVPD basis).

Properties
ΔE to the lowest compared entry with this formula, charge and spin (kJ/mol): 20.2
Charge: -1
Gap between HOMO and LUMO (spin up / spin down) (eV): 4.3 / 8.4
⟨S²⟩: 0.753
Multiplicity: 2

Element x y z (Å)
C (-0.234, 1.495, 0.318)
C (-0.510, -0.737, 0.945)
N (-0.539, 0.159, -0.064)
H (-0.672, 1.773, 1.294)
H (-0.633, 2.209, -0.409)
H (0.861, 1.683, 0.433)
H (-0.723, -1.778, 0.725)
H (-0.251, -0.502, 1.976)
H (0.421, -1.645, -1.170)
H (1.132, -0.899, -2.239)
O (1.148, -1.758, -1.808)

Atom charges from the natural (NBO) analysis, given in e for atoms 1 to 8: -0.42, -0.52, -0.68, 0.12, 0.16, 0.12, 0.13, 0.10

=====

Entry 5:
Entry from OMol25: a structure of composition C43H43ClI2N4O6S3Sn (the ωB97M-V functional and the def2-TZVPD basis).

Properties
ΔE to the lowest compared entry with this formula, charge and spin (kJ/mol): 45.0
Charge: 0
Gap between HOMO and LUMO (eV): 6.3

Element x y z (Å)
Sn (0.678, -0.406, 0.113)
C (-3.316, -1.810, -2.891)
C (-2.108, -0.947, -3.151)
C (-0.908, -1.518, -3.560)
C (0.208, -0.736, -3.844)
C (1.432, -1.349, -4.473)
C (0.129, 0.637, -3.609)
C (-1.061, 1.237, -3.203)
C (-1.144, 2.734, -3.051)
C (-2.181, 0.434, -3.006)
H (-3.748, -2.171, -3.827)
H (-4.088, -1.258, -2.356)
H (-3.052, -2.687, -2.297)
H (-0.851, -2.592, -3.704)
H (1.355, -1.281, -5.561)
H (1.530, -2.400, -4.206)
H (2.343, -0.836, -4.171)
H (1.003, 1.255, -3.793)
H (-1.343, 3.210, -4.014)
H (-0.207, 3.146, -2.673)
H (-1.948, 3.018, -2.370)
H (-3.130, 0.887, -2.739)
C (8.373, -2.955, 1.978)
C (7.177, -2.433, 1.227)
C (7.303, -1.937, -0.065)
C (6.208, -1.425, -0.748)
C (4.968, -1.427, -0.130)
C (4.813, -1.929, 1.158)
C (5.916, -2.423, 1.827)
S (3.599, -0.743, -0.998)
O (4.170, -0.032, -2.114)
O (2.642, -1.811, -1.234)
N (2.804, 0.217, 0.005)
C (3.213, 1.531, 0.292)
C (4.497, 2.000, 0.307)
C (4.762, 3.350, 0.631)
C (3.752, 4.207, 0.952)
C (2.415, 3.742, 0.955)
C (1.312, 4.563, 1.289)
C (0.056, 4.045, 1.271)
C (-0.114, 2.689, 0.929)
N (0.877, 1.888, 0.621)
C (2.149, 2.408, 0.619)
H (9.238, -3.057, 1.325)
H (8.163, -3.928, 2.423)
H (8.643, -2.277, 2.791)
H (8.275, -1.942, -0.545)
H (6.310, -1.018, -1.743)
H (3.837, -1.935, 1.625)
H (5.799, -2.795, 2.839)
H (5.317, 1.343, 0.051)
H (5.787, 3.696, 0.628)
H (3.953, 5.236, 1.220)
H (1.486, 5.597, 1.562)
H (-0.814, 4.631, 1.528)
H (-1.112, 2.274, 0.908)
S (1.357, -3.207, 1.320)
C (0.473, -3.029, 2.710)
N (0.995, -3.074, 3.927)
C (0.183, -2.836, 5.117)
C (-1.126, -3.529, 4.935)
N (-1.771, -3.011, 3.730)
C (-3.213, -2.712, 3.853)
C (-3.436, -1.710, 4.956)
C (-3.843, -2.112, 6.224)
C (-3.982, -1.182, 7.246)
C (-3.705, 0.157, 7.004)
C (-3.304, 0.566, 5.740)
C (-3.174, -0.364, 4.720)
C (-1.079, -2.853, 2.615)
S (-1.818, -2.624, 1.094)
C (2.427, -3.277, 4.168)
C (3.140, -2.084, 4.747)
C (3.177, -0.864, 4.083)
C (3.904, 0.194, 4.605)
C (4.598, 0.041, 5.798)
C (4.549, -1.167, 6.480)
C (3.816, -2.224, 5.955)
H (0.062, -1.758, 5.264)
H (0.705, -3.250, 5.978)
H (-1.778, -3.353, 5.789)
H (-0.986, -4.606, 4.808)
H (-3.747, -3.643, 4.054)
H (-3.527, -2.332, 2.889)
H (-4.084, -3.154, 6.407)
H (-4.301, -1.503, 8.228)
H (-3.801, 0.881, 7.803)
H (-3.081, 1.606, 5.543)
H (-2.845, -0.040, 3.741)
H (2.860, -3.584, 3.218)
H (2.516, -4.108, 4.870)
H (2.607, -0.725, 3.171)
H (3.908, 1.141, 4.083)
H (5.165, 0.869, 6.204)
H (5.075, -1.287, 7.418)
H (3.780, -3.170, 6.484)
O (0.312, 0.572, 4.785)
Cl (0.285, 1.042, 3.425)
O (1.505, 1.741, 3.077)
O (-0.873, 1.869, 3.171)
O (0.186, -0.158, 2.532)
I (-2.636, 0.005, 0.559)
I (-4.226, 2.258, 0.172)

Atom charges from the Löwdin analysis, given in e for atoms 1 to 8: 1.18, -0.06, -0.29, -0.02, -0.27, -0.05, -0.03, -0.28